1.
{
  "formula": "C5H11N",
  "method": "ωB97M-V/def2-TZVPD",
  "orbital_gap_ev": 8.2,
  "energy_ha": -251.7367,
  "total_charge": 0,
  "relative_energy_ev": 3.423,
  "homo_ev": -7.19,
  "spin_multiplicity": 1,
  "species": ["C", "C", "C", "C", "N", "C", "H", "H", "H", "H", "H", "H", "H", "H", "H", "H", "H"],
  "positions_angstrom": [[-1.382, 0.752, -1.656], [-1.015, 0.196, -0.310], [0.282, 0.149, 0.052], [0.874, 1.627, 0.079], [0.920, -0.923, 0.745], [0.442, -2.054, 1.496], [-0.490, 0.763, -2.336], [-1.674, 1.741, -1.425], [-2.229, 0.156, -2.180], [-1.682, -0.625, 0.004], [0.124, 2.388, 0.023], [1.547, 1.938, 1.009], [1.519, 1.904, -0.840], [1.880, -0.789, 0.518], [1.084, -2.658, 2.279], [0.377, -2.737, 0.684], [-0.578, -1.828, 1.859]],
  "forces_ev_per_a": [[-0.32, -0.42, -0.68], [-0.13, -3.41, -0.57], [-1.15, 1.02, 2.36], [3.60, -0.17, -0.65], [1.22, 3.68, 0.18], [-0.29, -1.00, -0.28], [-0.93, 0.09, 0.51], [-0.81, 1.56, -0.87], [1.41, 1.12, 1.09], [0.51, 0.01, -0.16], [-0.83, -0.03, 0.17], [-1.45, -1.27, -1.80], [-0.57, -0.73, 1.27], [0.84, -0.63, 0.70], [-0.80, 2.24, -1.20], [-0.92, -1.80, -0.21], [0.65, -0.26, 0.13]],
  "lowdin_charge": [-0.131, -0.188, -0.311, -0.061, -0.085, -0.115, 0.084, 0.036, 0.103, 0.086, 0.038, 0.110, 0.081, 0.104, 0.116, 0.051, 0.082]
}

---

2.
{
  "formula": "C2H5FNO2P",
  "method": "ωB97M-V/def2-TZVPD",
  "orbital_gap_ev": [7.7, 8.1],
  "energy_ha": -725.4498,
  "total_charge": 0,
  "relative_energy_ev": 5.706,
  "homo_ev": [-9.95, -9.95],
  "spin_multiplicity": 1,
  "species": ["C", "C", "N", "O", "O", "F", "P", "H", "H", "H", "H", "H"],
  "positions_angstrom": [[-0.789, -0.155, 0.724], [-1.642, -0.956, -0.172], [1.772, -0.184, -0.642], [-1.122, -0.043, 1.862], [0.206, 1.778, -1.149], [2.357, -0.828, 0.466], [0.628, 0.911, -0.066], [-2.350, -1.679, 0.294], [-2.316, -0.218, -0.769], [-1.085, -1.298, -1.003], [3.088, 1.067, -0.705], [1.253, 1.605, 1.161]],
  "forces_ev_per_a": [[-0.74, 0.02, -0.31], [-2.10, 1.23, -1.83], [4.23, 1.47, -0.07], [0.91, 0.69, 1.21], [-0.60, 0.71, -0.94], [-0.62, -0.29, -0.01], [-0.03, 0.99, 3.47], [1.03, 0.49, -0.12], [0.89, -0.74, 1.24], [0.70, -1.20, -0.76], [-2.69, -2.23, -0.37], [-0.97, -1.13, -1.54]],
  "lowdin_charge": [-0.514, -0.063, -0.137, 0.058, -0.360, -0.198, 0.563, 0.105, 0.131, 0.052, 0.288, 0.075]
}

---

3.
{
  "formula": "C3H7NO2S",
  "method": "ωB97M-V/def2-TZVPD",
  "orbital_gap_ev": 10.3,
  "energy_ha": -721.7393,
  "total_charge": 0,
  "relative_energy_ev": 6.077,
  "homo_ev": -9.65,
  "spin_multiplicity": 1,
  "species": ["N", "S", "O", "O", "H", "H", "H", "C", "C", "C", "H", "H", "H", "H"],
  "positions_angstrom": [[-1.827, -0.662, 1.094], [-2.498, 0.357, 0.156], [-2.007, 0.778, -1.164], [-4.027, -0.026, 0.041], [-0.898, -0.805, 0.875], [-2.935, 1.370, 0.855], [-4.305, -0.610, -0.678], [2.501, 0.040, -0.257], [1.255, 0.165, -0.540], [1.648, -1.032, 0.385], [3.537, 0.453, -0.186], [0.513, 0.636, -1.188], [1.745, -2.096, 0.044], [1.399, -1.032, 1.526]],
  "forces_ev_per_a": [[-3.16, 1.86, -0.97], [0.91, -1.64, -0.81], [-0.32, -0.56, 2.01], [-0.85, -0.32, -0.07], [2.59, -0.49, -0.65], [0.39, 1.33, 0.55], [0.46, -0.16, -0.07], [1.39, 0.34, 1.35], [-0.07, -0.96, -0.37], [-0.33, -0.18, 1.04], [-1.28, -0.51, -0.47], [0.12, -0.23, 0.60], [-0.25, 1.11, -0.11], [0.40, 0.42, -2.02]],
  "lowdin_charge": [-0.179, 0.668, -0.367, -0.219, -0.068, 0.057, 0.096, -0.101, -0.064, -0.185, 0.110, 0.079, 0.076, 0.097]
}

---

4.
{
  "formula": "H18O9",
  "method": "ωB97M-V/def2-TZVPD",
  "orbital_gap_ev": 10.9,
  "energy_ha": -687.8458,
  "total_charge": 0,
  "relative_energy_ev": 4.897,
  "homo_ev": -10.96,
  "spin_multiplicity": 1,
  "species": ["O", "H", "H", "O", "H", "H", "O", "H", "H", "O", "H", "H", "O", "H", "H", "O", "H", "H", "O", "H", "H", "O", "H", "H", "O", "H", "H"],
  "positions_angstrom": [[-0.983, -1.546, 1.976], [-0.725, -1.343, 0.995], [-0.823, -0.806, 2.447], [-1.103, 0.226, -0.958], [-0.843, 0.703, -1.706], [-1.833, -0.337, -1.232], [3.543, -0.667, -0.230], [3.016, -0.113, -0.819], [3.025, -1.493, -0.775], [2.137, 0.255, -2.725], [2.163, 1.094, -2.002], [1.515, 0.443, -3.350], [-0.328, -3.642, 0.048], [-0.110, -3.749, 1.027], [-1.224, -4.101, 0.213], [-3.779, -0.845, 2.982], [-2.890, -1.344, 2.861], [-3.964, -0.637, 2.087], [-1.557, 1.856, 2.329], [-2.357, 1.600, 2.578], [-1.151, 2.472, 3.061], [-0.035, 1.212, -3.817], [-0.016, 2.054, -4.225], [-0.404, 0.759, -4.580], [3.102, 2.958, 1.036], [3.215, 2.034, 1.040], [2.410, 2.959, 1.739]],
  "forces_ev_per_a": [[-0.36, -3.63, -4.88], [-0.67, -0.41, 2.67], [1.02, 4.19, 2.25], [-0.69, -1.23, 2.02], [0.66, 1.06, -1.90], [0.04, 0.04, -0.11], [-2.92, -3.63, -2.85], [0.41, 1.13, 0.20], [2.56, 2.36, 2.72], [3.78, 2.06, 6.16], [-0.48, -3.29, -3.53], [-2.83, 1.27, -2.29], [-2.15, -1.74, 2.96], [0.57, 0.78, -1.68], [1.57, 1.04, -1.33], [2.59, -1.47, 0.89], [-2.00, 1.10, 0.35], [-0.54, 0.41, -1.38], [7.16, 3.51, 0.17], [-5.56, -1.66, 2.08], [-1.60, -1.98, -2.15], [-0.73, -0.89, -0.43], [0.40, 2.06, -0.01], [-0.23, -0.98, 0.13], [-1.49, 1.21, 1.24], [0.93, -2.11, -0.57], [0.56, 0.80, -0.71]],
  "lowdin_charge": [-0.055, 0.091, -0.044, -0.022, -0.032, 0.044, -0.144, -0.052, 0.153, -0.094, 0.159, -0.090, -0.125, 0.058, 0.076, -0.083, 0.054, -0.003, -0.035, -0.074, 0.113, -0.015, 0.050, 0.076, -0.051, -0.012, 0.056]
}

---

Repeat the first record exactly.
{
  "formula": "C5H11N",
  "method": "ωB97M-V/def2-TZVPD",
  "orbital_gap_ev": 8.2,
  "energy_ha": -251.7367,
  "total_charge": 0,
  "relative_energy_ev": 3.423,
  "homo_ev": -7.19,
  "spin_multiplicity": 1,
  "species": ["C", "C", "C", "C", "N", "C", "H", "H", "H", "H", "H", "H", "H", "H", "H", "H", "H"],
  "positions_angstrom": [[-1.382, 0.752, -1.656], [-1.015, 0.196, -0.310], [0.282, 0.149, 0.052], [0.874, 1.627, 0.079], [0.920, -0.923, 0.745], [0.442, -2.054, 1.496], [-0.490, 0.763, -2.336], [-1.674, 1.741, -1.425], [-2.229, 0.156, -2.180], [-1.682, -0.625, 0.004], [0.124, 2.388, 0.023], [1.547, 1.938, 1.009], [1.519, 1.904, -0.840], [1.880, -0.789, 0.518], [1.084, -2.658, 2.279], [0.377, -2.737, 0.684], [-0.578, -1.828, 1.859]],
  "forces_ev_per_a": [[-0.32, -0.42, -0.68], [-0.13, -3.41, -0.57], [-1.15, 1.02, 2.36], [3.60, -0.17, -0.65], [1.22, 3.68, 0.18], [-0.29, -1.00, -0.28], [-0.93, 0.09, 0.51], [-0.81, 1.56, -0.87], [1.41, 1.12, 1.09], [0.51, 0.01, -0.16], [-0.83, -0.03, 0.17], [-1.45, -1.27, -1.80], [-0.57, -0.73, 1.27], [0.84, -0.63, 0.70], [-0.80, 2.24, -1.20], [-0.92, -1.80, -0.21], [0.65, -0.26, 0.13]],
  "lowdin_charge": [-0.131, -0.188, -0.311, -0.061, -0.085, -0.115, 0.084, 0.036, 0.103, 0.086, 0.038, 0.110, 0.081, 0.104, 0.116, 0.051, 0.082]
}